Record 1
Computed, not measured: an isolated molecule of H3OPS2, with the ωB97M-V functional and the def2-TZVPD basis.

```
! wB97M-V def2-TZVPD RIJCOSX def2/J DEFGRID3
* xyz 0 1
O 0.01978 -1.14098 0.45083
P 0.15200 0.29905 -0.25690
S 1.81665 1.23145 0.12935
S -1.57791 1.32705 0.32069
H 0.76456 -1.37709 1.01403
H -0.21920 -0.09600 -1.53768
H -0.81268 2.12158 1.04418
*
```

Properties
**Strongest force on any atom**: 0.90 eV/Å
**Energy above the lowest of the compared OMol25 structures with the same formula, charge and spin**: 0.0 kcal/mol
**Structure (SMILES)**: O[P@H](=S)S
**DFT total energy**: -1214.81205 Ha
**HOMO energy**: -9.369 eV
**Molecular weight**: 114.13 g/mol

These are the natural (NBO) partial charges, in e, on atoms 1 to 5:
1. O -0.997
2. P 1.192
3. S -0.554
4. S -0.273
5. H 0.521

=====

Record 2
Computed, not measured: a cluster of 2 separate species, C4H14N2O in total, with the ωB97M-V functional and the def2-TZVPD basis.

```
! wB97M-V def2-TZVPD RIJCOSX def2/J DEFGRID3
* xyz 0 1
C 2.49142 0.79892 -0.33056
N 1.09950 1.28565 -0.46468
C 0.15014 0.17146 -0.40252
C -0.43354 -0.08497 0.96391
N -1.73818 0.54694 1.13632
C -2.43983 -0.00103 2.28426
H 2.52288 0.19203 0.54766
H 3.14814 1.66404 -0.27431
H 2.77991 0.23448 -1.22016
H 1.03481 1.67994 -1.39378
H -0.59297 0.30742 -1.15760
H 0.61515 -0.72888 -0.82154
H -0.58777 -1.16929 1.00234
H 0.25414 0.23810 1.75404
H -1.57808 1.54178 1.22703
H -3.39024 0.52765 2.43891
H -2.70740 -1.01272 2.02055
H -1.89893 0.13264 3.22699
O 0.66881 -2.23818 -2.75146
H -0.12220 -1.74837 -2.98852
H 0.66453 -3.03580 -3.29806
*
```

Properties
**Strongest force on any atom**: 1.53 eV/Å
**Energy above the lowest of the compared OMol25 structures with the same formula, charge and spin**: 42.3 kcal/mol
**Structure (SMILES)**: CNCCNC.O
**DFT total energy**: -345.50873 Ha
**HOMO energy**: -8.545 eV
**Molecular weight**: 106.17 g/mol

These are the natural (NBO) partial charges, in e, on atoms 1 to 5:
1. C -0.414
2. N -0.622
3. C -0.250
4. C -0.234
5. N -0.625

=====

Record 3
Computed, not measured: the ion C4H11N2O with charge +1, with the ωB97M-V functional and the def2-TZVPD basis.

```
! wB97M-V def2-TZVPD RIJCOSX def2/J DEFGRID3
* xyz 1 1
C 2.46702 0.73794 1.05270
C 1.69487 -0.52316 0.79520
N 0.88391 -0.59249 -0.47600
C -0.06613 0.56352 -0.69552
C -1.44709 -0.02317 -0.38486
N -2.41977 0.84551 -0.10136
O -1.57457 -1.22859 -0.31335
H 3.39372 0.92027 0.50758
H 1.88406 1.65312 1.04060
H 2.78297 0.65046 2.08839
H 0.96698 -0.73636 1.56843
H 2.34896 -1.39185 0.79439
H 0.21366 -1.38706 -0.46149
H 1.50956 -0.61204 -1.27094
H 0.29304 1.40057 -0.11403
H 0.01886 0.71872 -1.76265
H -2.33531 1.84165 -0.16387
H -3.35169 0.46098 -0.01277
*
```

Properties
**Strongest force on any atom**: 1.51 eV/Å
**Energy above the lowest of the compared OMol25 structures with the same formula, charge and spin**: 16.3 kcal/mol
**Structure (SMILES)**: CC[NH2+]CC(N)=O
**DFT total energy**: -343.53818 Ha
**HOMO energy**: -15.002 eV
**Molecular weight**: 103.14 g/mol

These are the natural (NBO) partial charges, in e, on atoms 1 to 5:
1. C -0.656
2. C -0.227
3. N -0.507
4. C -0.329
5. C 0.651

=====

Record 4
Computed, not measured: a cluster of 2 separate species, C4H12OP2 in total, with the ωB97M-V functional and the def2-TZVPD basis.

```
! wB97M-V def2-TZVPD RIJCOSX def2/J DEFGRID3
* xyz 0 1
C 0.01192 -0.13185 -1.12204
P 0.77793 0.79610 0.28599
C 1.56700 -0.70757 1.13679
C 2.04439 2.09670 -0.27057
H -0.95840 0.27121 -1.17179
H 0.92036 -0.08064 -1.97267
H -0.24998 -1.15189 -0.40636
H 1.97058 -1.41294 0.47708
H 2.36266 -0.41638 1.75713
H 0.80349 -1.01403 1.72013
H 2.80114 1.98999 0.42586
H 2.31939 1.97012 -1.27257
H 1.56835 3.04381 -0.15305
C -3.07289 -1.19498 -0.48507
P -2.77206 0.60269 -0.23471
O -1.94442 0.69611 1.00279
H -4.24016 -1.30669 -0.61562
H -2.87249 -1.83697 0.40315
H -2.53618 -1.54932 -1.29760
*
```

Properties
**Strongest force on any atom**: 4.86 eV/Å
**Energy above the lowest of the compared OMol25 structures with the same formula, charge and spin**: 80.7 kcal/mol
**Structure (SMILES)**: CP(C)C.CP=O
**DFT total energy**: -917.42563 Ha
**HOMO energy**: -7.408 eV
**Molecular weight**: 138.09 g/mol

These are the natural (NBO) partial charges, in e, on atoms 1 to 5:
1. C -0.935
2. P 0.764
3. C -0.883
4. C -0.892
5. H 0.158

=====

Record 5
Computed, not measured: a structure of composition C9H32NO5, with the ωB97M-V functional and the def2-TZVPD basis.

```
! wB97M-V def2-TZVPD RIJCOSX def2/J DEFGRID3
* xyz 1 1
N -6.69946 -16.08246 21.29239
H -7.41913 -15.37584 21.23886
H -6.54781 -16.30333 22.26620
H -5.91531 -15.55799 20.93164
H -6.98294 -16.91293 20.79234
C -9.43991 -13.26013 22.56484
C -8.56203 -14.49118 22.70204
C -9.26001 -15.76076 22.39420
O -7.53618 -14.38302 21.75131
H -8.95073 -12.38026 22.98272
H -10.40877 -13.39430 23.04588
H -9.60868 -13.00108 21.51960
H -8.19545 -14.65792 23.71492
H -9.90792 -15.98032 23.24279
H -8.55702 -16.59212 22.34181
H -9.83297 -15.76151 21.46694
H -7.18094 -13.50423 21.90336
C -8.00613 -13.84519 19.32444
C -9.35041 -14.26388 18.76232
C -9.53874 -13.96089 17.25272
O -9.29675 -15.66665 18.83397
H -7.18034 -14.41164 18.89399
H -7.87071 -14.05708 20.38503
H -7.79353 -12.77693 19.28270
H -10.21403 -13.96029 19.35400
H -10.53260 -14.27401 16.93288
H -8.82670 -14.46614 16.60016
H -9.43278 -12.89758 17.03762
H -10.07887 -16.06697 18.44713
C -6.63636 -16.42298 18.53416
C -7.53263 -17.50762 19.20247
C -6.72339 -18.69252 19.82664
O -8.36392 -16.87644 20.16358
H -5.88496 -16.11908 19.26296
H -7.18875 -15.56846 18.14329
H -6.17197 -16.92097 17.68302
H -8.21385 -17.89933 18.44710
H -5.99728 -18.34222 20.56024
H -6.20156 -19.38989 19.17131
H -7.46052 -19.28101 20.37292
H -8.98304 -16.32664 19.67779
O -6.46621 -16.43734 23.25108
H -7.01897 -16.33956 24.02640
H -6.07028 -17.30360 23.34632
O -5.21412 -14.94990 20.62432
H -5.25762 -14.35968 19.87201
H -4.29436 -15.21072 20.67185
*
```

Properties
**Strongest force on any atom**: 15.84 eV/Å
**Energy above the lowest of the compared OMol25 structures with the same formula, charge and spin**: 384.8 kcal/mol
**DFT total energy**: -792.25053 Ha
**HOMO energy**: -11.386 eV
**Molecular weight**: 234.36 g/mol

These are the natural (NBO) partial charges, in e, on atoms 1 to 5:
1. N -1.107
2. H 0.420
3. H 0.378
4. H 0.376
5. H 0.393

=====

Record 6
Computed, not measured: a structure of composition C34H35Cl2CsIN9O8S4, with the ωB97M-V functional and the def2-TZVPD basis.

```
! wB97M-V def2-TZVPD RIJCOSX def2/J DEFGRID3
* xyz -2 1
Cs -1.07563 -0.69193 0.69952
C -0.74532 1.32063 -2.37452
C 0.24035 0.30770 -2.87156
C 0.47638 0.11485 -4.23333
C 1.33820 -0.88779 -4.63111
C 1.93763 -1.68424 -3.66716
C 1.65809 -1.41862 -2.33276
N 0.84484 -0.43655 -1.94863
C 2.27983 -2.22067 -1.24121
C 2.35355 -3.60610 -1.33544
C 2.94940 -4.30483 -0.29933
C 3.45487 -3.60136 0.77842
C 3.32660 -2.21318 0.79003
N 2.74756 -1.54032 -0.19824
C 3.84313 -1.41342 1.93959
C 5.10909 -1.66660 2.45269
C 5.54284 -0.89344 3.52073
C 4.69851 0.07042 4.03201
C 3.42931 0.24988 3.46733
C 2.47512 1.26481 4.01117
N 3.02786 -0.48282 2.42839
H -1.73552 0.85259 -2.32942
H -0.81544 2.17430 -3.04667
H -0.48428 1.66413 -1.37315
H -0.02592 0.73582 -4.96464
H 1.53886 -1.05377 -5.68289
H 2.62266 -2.47610 -3.94062
H 1.91258 -4.12048 -2.17892
H 2.99411 -5.38679 -0.32245
H 3.91204 -4.11346 1.61447
H 5.73822 -2.43146 2.01518
H 6.52916 -1.04568 3.94430
H 4.99940 0.68939 4.86839
H 2.49831 1.27861 5.10257
H 1.45686 1.08405 3.67654
H 2.74668 2.26357 3.66061
O -4.35246 -1.94158 -0.01496
C -4.66873 -1.64578 -1.14678
C -3.90407 -1.80838 -2.38080
C -4.55254 -1.52206 -3.57125
C -3.94451 -1.66698 -4.80464
C -2.61139 -2.13427 -4.88434
C -1.94053 -2.43725 -3.74633
C -2.52887 -2.29370 -2.42507
O -1.86168 -2.58629 -1.41508
N -4.66342 -1.34885 -5.99641
O -4.10148 -1.50963 -7.07909
O -5.83170 -0.97850 -5.91107
H -5.66774 -1.19367 -1.34478
H -5.57781 -1.16933 -3.54634
H -2.15426 -2.23770 -5.85877
H -0.91504 -2.78563 -3.76763
N 0.66677 4.96644 1.14427
N -0.59321 5.21980 1.73621
C -0.69142 5.59367 3.03205
N -1.88575 5.28881 3.60508
S 0.53072 6.44236 3.81999
H 1.00919 4.11758 1.60081
H 1.25810 5.73059 1.45655
H -1.26773 4.53203 1.42148
H -2.21048 4.32911 3.37312
H -1.84544 5.42655 4.60314
O -2.36510 2.58452 2.87346
S -0.96754 2.07163 2.77634
O -0.56453 2.10581 1.33827
O -0.92320 0.66782 3.28730
O -0.06291 2.92273 3.56826
S -2.66163 4.20693 -0.96319
C -2.13997 4.33680 -2.49632
N -2.75876 3.83313 -3.60354
C -1.95909 3.71901 -4.80770
C -0.98432 4.88713 -4.74146
S -0.61203 5.07876 -2.97245
H -3.50484 3.17861 -3.42390
H -2.59626 3.77971 -5.69073
H -1.41621 2.76739 -4.83836
H -1.43803 5.80300 -5.12038
H -0.06621 4.68664 -5.28968
I -0.63151 0.20653 6.56236
C 0.60469 -1.20244 5.65860
C 1.82057 -1.52539 6.23106
C 2.63283 -2.44427 5.57980
C 2.18879 -2.98095 4.38602
N 1.02193 -2.67303 3.82553
C 0.23482 -1.80551 4.45665
H 2.13453 -1.06343 7.15804
H 3.59816 -2.71658 5.98696
H 2.80787 -3.68386 3.83789
H -0.69914 -1.52806 3.98538
Cl -2.03678 -3.94167 2.35148
C -2.18773 -4.81725 0.81513
Cl -0.59960 -5.35406 0.21763
H -2.61167 -4.16055 0.06213
H -2.75158 -5.70750 1.06014
*
```

Properties
**Strongest force on any atom**: 0.48 eV/Å
**Energy above the lowest of the compared OMol25 structures with the same formula, charge and spin**: 0.0 kcal/mol
**DFT total energy**: -5242.44569 Ha
**HOMO energy**: -2.735 eV
**Molecular weight**: 1156.69 g/mol

These are the Löwdin partial charges, in e, on atoms 1 to 5:
1. Cs 1.013
2. C -0.032
3. C -0.301
4. C -0.032
5. C -0.075